[1]
Density functional theory data (the ωB97M-V functional and the def2-TZVPD basis) for the molecule C17H23F2N3OS at a distorted geometry.

Values from the calculation:
HOMO-LUMO gap ... 8.298 eV
E ... -40790.696 eV
SMILES string ... CCN(CC)CCNc1nc(-c2ccc(OC(F)F)cc2)c(C)s1
Maximum force ... 1.32 eV/Å

The geometry in ORCA input format:
```
! wB97M-V def2-TZVPD RIJCOSX def2/J DEFGRID3
* xyz 0 1
C 4.3670 0.2270 -1.7162
H 4.6625 0.9530 -0.9628
H 4.0913 0.7601 -2.6225
H 5.2189 -0.4085 -1.9421
C 3.1753 -0.5870 -1.2232
N 3.3791 -1.0996 0.1220
C 2.1563 -1.5239 0.7887
H 1.2945 -1.3998 0.1276
C 1.9355 -0.6530 2.0386
N 1.9841 0.7551 1.7057
C 0.9263 1.3101 1.0720
N -0.2699 0.8485 1.0598
C -1.1529 1.6845 0.4248
C -0.6053 2.8209 -0.1007
S 1.1094 2.8638 0.2405
C -1.2209 3.9063 -0.9101
H -0.4895 4.3075 -1.6094
H -2.0721 3.5237 -1.4701
H -1.5585 4.7272 -0.2751
C -2.5464 1.2558 0.3508
C -3.6134 2.1537 0.3356
C -4.9133 1.6971 0.2592
C -5.1692 0.3329 0.2096
C -4.1238 -0.5766 0.2646
C -2.8246 -0.1093 0.3331
H -2.0027 -0.8057 0.3846
H -4.3079 -1.6399 0.2771
O -6.5112 -0.0359 0.1416
C -6.8164 -1.2688 -0.2947
F -8.0999 -1.2678 -0.6858
F -6.7353 -2.2030 0.6922
H -6.1938 -1.6321 -1.1360
H -5.7465 2.3810 0.2477
H -3.4319 3.2130 0.4121
H 2.8904 1.0559 1.3738
H 0.9600 -0.8619 2.4782
H 2.7212 -0.8408 2.7727
H 2.1976 -2.5751 1.0899
C 4.4889 -2.0194 0.2841
C 4.4212 -3.3075 -0.5451
H 5.2357 -3.9681 -0.2600
H 3.4806 -3.8280 -0.3773
H 4.5120 -3.0921 -1.6067
H 5.4091 -1.4836 0.0393
H 4.5342 -2.2761 1.3460
H 2.9507 -1.3864 -1.9493
H 2.3038 0.0726 -1.1848
*
```

Table of Löwdin atomic charges, one value per atom, all in e: -0.083, 0.074, 0.073, 0.064, -0.258, -0.205, -0.182, 0.115, -0.170, -0.008, -0.648, 0.103, -0.297, -0.522, 1.059, -0.114, 0.068, 0.079, 0.081, -0.160, -0.017, 0.008, -0.228, -0.004, -0.008, 0.109, 0.112, 0.080, -0.491, 0.106, 0.083, 0.176, 0.122, 0.110, 0.117, 0.114, 0.117, 0.114, -0.249, -0.079, 0.071, 0.067, 0.063, 0.105, 0.115, 0.115, 0.102

---

[2]
Density functional theory data (the ωB97M-V functional and the def2-TZVPD basis) for a structure of composition C17H23F3N3OSV.

Values from the calculation:
HOMO-LUMO gap (alpha / beta) ... 6.383 / 7.415 eV
E ... -69181.867 eV
Maximum force ... 0.34 eV/Å

The geometry in ORCA input format:
```
! wB97M-V def2-TZVPD RIJCOSX def2/J DEFGRID3
* xyz 2 3
V 0.3662 0.0996 1.4506
C -1.3230 -0.3694 4.0218
C -1.7272 -1.4093 2.9945
N -1.5026 -0.9081 1.6145
C -2.5727 -0.0377 1.0427
C -2.5908 1.3917 1.5689
S -0.9404 2.1958 1.6705
C -0.7776 2.5649 3.4517
C 0.1646 1.6013 4.1647
N -0.0012 0.2131 3.6749
H -1.3037 -0.8141 5.0186
H -2.0510 0.4360 4.0612
H -2.7695 -1.7047 3.1356
H -1.1173 -2.3076 3.1084
H -1.4581 -1.7139 0.9944
H -3.5510 -0.4897 1.2290
H -2.4010 -0.0263 -0.0320
H -3.0433 1.4686 2.5547
H -3.1910 2.0019 0.8955
H -1.7803 2.5768 3.8754
H -0.3973 3.5823 3.5273
H 0.0013 1.6618 5.2445
H 1.2011 1.8850 3.9749
H 0.7202 -0.3480 4.1228
F 0.7036 -0.7353 -7.9246
C 0.0203 0.3103 -7.4323
F -1.2388 0.2200 -7.8807
F 0.5621 1.4258 -7.9336
C 0.0605 0.3033 -5.9210
C -0.8304 -0.5077 -5.2282
C -0.7764 -0.5600 -3.8495
C 0.1679 0.2113 -3.1624
C 1.0572 1.0295 -3.8679
C 1.0033 1.0691 -5.2488
C 0.2293 0.1699 -1.7415
C 0.2851 0.1453 -0.5164
H -1.5602 -1.0951 -5.7679
H -1.4596 -1.1970 -3.3047
H 1.7815 1.6288 -3.3342
H 1.6861 1.6976 -5.8026
C 2.8491 -2.5989 0.8112
C 3.1090 -1.3134 1.5142
N 4.3366 -0.9243 1.7608
O 2.1411 -0.5717 1.8660
H 3.7510 -3.1850 0.6573
H 2.3999 -2.3624 -0.1563
H 2.1307 -3.1823 1.3865
H 5.1287 -1.4918 1.5008
H 4.5079 -0.0361 2.2105
*
```

Table of Löwdin atomic charges, one value per atom, all in e: 0.842, -0.153, -0.139, -0.150, -0.212, -0.357, 0.987, -0.379, -0.222, -0.148, 0.147, 0.105, 0.142, 0.135, 0.139, 0.141, 0.115, 0.081, 0.100, 0.089, 0.097, 0.142, 0.129, 0.134, 0.163, -0.590, 0.158, 0.157, -0.085, 0.017, -0.003, -0.246, 0.003, 0.020, -0.064, -0.117, 0.135, 0.120, 0.124, 0.133, 0.044, -0.472, 0.258, -0.137, 0.103, 0.107, 0.106, 0.149, 0.151

---

[3]
Density functional theory data (the ωB97M-V functional and the def2-TZVPD basis) for the molecule C17H23F3N4O3 at a distorted geometry.

Values from the calculation:
HOMO-LUMO gap ... 8.904 eV
E ... -38257.080 eV
SMILES string ... CC(C)CN(NC(=O)c1ccc(C2CC2)c(O[C@H](C)C(F)(F)F)n1)C(N)=O
Maximum force ... 5.03 eV/Å

The geometry in ORCA input format:
```
! wB97M-V def2-TZVPD RIJCOSX def2/J DEFGRID3
* xyz 0 1
O -2.8934 -0.8941 -0.0119
O -0.4003 0.4666 3.2874
F 4.7614 1.0316 -1.3663
F 4.4420 3.3214 -1.0385
F 4.6987 1.8485 0.6417
N 0.1281 0.7062 -0.9815
O 2.0193 1.9931 -1.7424
C -1.7066 -0.5353 -0.0279
C -1.1648 -0.4764 3.3846
C 0.7376 1.4988 -1.9060
C -1.1232 0.2533 -1.0926
C -1.8194 0.5681 -2.2344
C -1.2816 1.3294 -3.2624
C 0.0524 1.8422 -3.1106
N -1.8544 -0.5649 4.5529
N -0.8970 -0.9265 1.0408
N -1.3491 -1.3641 2.3406
C 2.0621 2.7471 0.5846
C -1.5608 -5.1551 3.0308
C 0.4668 -3.6412 2.6366
C 4.1728 2.0249 -0.6119
C -1.9442 -2.6934 2.4858
C -0.1449 3.7397 -4.9016
C 0.3736 2.5487 -5.6917
C 2.6431 1.7799 -0.4523
C 0.6864 2.6920 -4.1891
C -1.0028 -3.7224 3.1607
H -2.8000 0.1076 -2.3394
H -1.9104 1.5369 -4.1131
H -2.7703 -0.9846 4.5396
H -1.7475 0.3278 5.0688
H 0.0489 -0.4791 1.0090
H 2.0969 3.7835 0.2003
H 2.5660 2.7133 1.5345
H 0.9837 2.4811 0.7297
H -1.0444 -5.8744 3.6808
H -1.5349 -5.4798 1.9851
H -2.5943 -5.1285 3.3329
H 1.0675 -4.4549 3.0851
H 0.4435 -3.7648 1.5457
H 0.9678 -2.6705 2.8097
H -2.8720 -2.6088 3.0407
H -2.2143 -3.0437 1.4968
H 0.3301 4.6764 -5.1768
H -1.2240 3.7485 -4.6844
H -0.3074 1.7096 -5.9460
H 1.1152 2.7338 -6.4896
H 2.5269 0.7367 -0.1056
H 1.7383 3.0005 -3.9462
H -0.9671 -3.4843 4.2172
*
```

Table of Löwdin atomic charges, one value per atom, all in e: 0.052, 0.033, 0.116, 0.116, 0.108, 0.184, 0.006, -0.381, -0.585, -0.211, -0.212, -0.006, 0.023, -0.058, 0.162, 0.125, -0.025, -0.011, -0.078, -0.068, -0.467, -0.127, -0.116, -0.108, -0.245, -0.225, -0.397, 0.122, 0.112, 0.091, 0.131, 0.142, 0.099, 0.081, 0.092, 0.082, 0.083, 0.065, 0.080, 0.075, 0.073, 0.115, 0.123, 0.099, 0.104, 0.101, 0.103, 0.156, 0.147, 0.117

---

[4]
Density functional theory data (the ωB97M-V functional and the def2-TZVPD basis) for a cluster of 4 separate species, C17H23F9N4O6S in total at a distorted geometry.

Values from the calculation:
HOMO-LUMO gap ... 8.511 eV
E ... -71530.765 eV
SMILES string ... C=CCO[C@@H](N)[C@@H](COO)OCS(=O)(=O)C(F)(F)C(F)(F)C(F)(F)C(F)(F)F.CC#N.CC#N.CC#N
Maximum force ... 5.38 eV/Å

The geometry in ORCA input format:
```
! wB97M-V def2-TZVPD RIJCOSX def2/J DEFGRID3
* xyz 0 1
C 5.3395 0.5778 1.7564
C 4.2241 -0.2386 1.8453
C 3.5172 -0.6470 0.5329
O 2.2934 0.0559 0.3043
C 2.4405 1.1738 -0.5436
N 1.5986 0.8974 -1.7464
C 1.9351 2.4911 0.0872
C 2.6798 3.6771 -0.6056
O 4.0640 3.6268 -0.4141
O 4.4028 4.4472 0.7060
O 0.5673 2.7362 -0.1348
C -0.2404 1.7998 0.5182
S -1.5380 2.5756 1.5360
O -0.9227 3.7135 2.2288
O -2.0164 1.6133 2.5272
C -2.9074 3.3089 0.5210
F -2.4219 4.1434 -0.3923
F -3.6191 4.0632 1.3453
C -3.8255 2.2847 -0.2223
F -4.2704 2.9025 -1.3264
F -3.1287 1.2263 -0.6256
C -5.0911 1.8433 0.5473
F -4.8191 1.4546 1.7886
F -5.9670 2.8336 0.6620
C -5.8570 0.6402 -0.1282
F -7.1581 0.8436 0.0342
F -5.6128 -0.4957 0.4798
F -5.6521 0.5588 -1.4230
H 6.3302 0.2569 2.0887
H 5.1809 1.5570 1.2846
H 3.8231 -0.5888 2.8025
H 4.2047 -0.6471 -0.3219
H 3.2353 -1.7035 0.6975
H 3.4785 1.2727 -0.8987
H 1.9820 0.0249 -2.1080
H 1.8961 1.5858 -2.4383
H 2.2069 2.5732 1.1561
H 2.4845 3.5736 -1.6866
H 2.2285 4.6382 -0.3209
H 5.3296 4.2322 0.8514
H -0.6477 1.1135 -0.2442
H 0.3597 1.2037 1.2249
C 0.5410 -4.3226 -0.0247
C 1.9782 -4.4333 0.1858
N 3.1105 -4.5245 0.3532
H -0.0115 -4.8870 0.7246
H 0.2064 -3.2865 0.0295
H 0.2515 -4.7089 -1.0009
C -4.2330 -0.2439 -4.1421
C -2.8132 -0.3242 -3.8224
N -1.6963 -0.3873 -3.5676
H -4.8292 -0.8217 -3.4377
H -4.5891 0.7852 -4.1073
H -4.4380 -0.6295 -5.1401
C 1.4290 -7.5515 2.3186
C 0.3359 -7.6116 1.3559
N -0.5218 -7.6474 0.5946
H 1.1830 -6.8963 3.1536
H 1.6497 -8.5377 2.7252
H 2.3398 -7.1707 1.8561
*
```

Table of Löwdin atomic charges, one value per atom, all in e: 0.013, -0.114, -0.187, -0.113, -0.361, 0.100, -0.252, -0.141, -0.146, -0.009, -0.116, -0.225, 0.810, -0.284, -0.284, -0.494, 0.153, 0.156, -0.382, 0.161, 0.161, -0.367, 0.176, 0.179, -0.574, 0.182, 0.208, 0.187, 0.055, 0.046, 0.098, 0.122, 0.101, 0.145, 0.087, 0.080, 0.174, 0.136, 0.145, 0.097, 0.120, 0.128, -0.068, -0.284, 0.129, 0.060, 0.082, 0.089, -0.074, -0.281, 0.129, 0.072, 0.081, 0.083, -0.071, -0.289, 0.134, 0.084, 0.082, 0.074

---

[5]
Density functional theory data (the ωB97M-V functional and the def2-TZVPD basis) for a structure of composition C17H23I2N4O2PSY.

Values from the calculation:
HOMO-LUMO gap ... 6.106 eV
E ... -65403.120 eV
Maximum force ... 0.27 eV/Å

The geometry in ORCA input format:
```
! wB97M-V def2-TZVPD RIJCOSX def2/J DEFGRID3
* xyz 3 1
Y 0.8469 -0.4142 -0.4460
I -0.6635 -4.6570 2.1919
C 1.1813 -3.7185 2.2446
C 2.2376 -4.2721 3.0097
C 3.4724 -3.6867 3.0561
I 4.9608 -4.5629 4.2132
C 3.7190 -2.4941 2.3111
C 4.9447 -1.8028 2.2676
C 5.0788 -0.6659 1.5050
C 3.9869 -0.2106 0.7745
N 2.8009 -0.8187 0.7839
C 2.6587 -1.9577 1.5539
C 1.3846 -2.5680 1.5369
O 0.4384 -1.9416 0.7810
H 2.0504 -5.1787 3.5688
H 5.7842 -2.1763 2.8406
H 6.0139 -0.1270 1.4618
H 4.0831 0.6791 0.1607
C -3.9926 3.0999 1.0999
N -4.0984 2.5631 -0.3465
C -3.7906 3.7314 -1.3104
N -2.5216 4.2935 -1.0123
C -2.4749 4.7750 0.3697
N -2.7171 3.6838 1.3142
C -1.6297 2.7167 1.3582
P -1.3984 1.8994 -0.3014
C -3.1719 1.4046 -0.5734
C -1.3990 3.4330 -1.3585
H -4.1810 2.2607 1.7684
H -4.7846 3.8411 1.2011
H -5.0588 2.2498 -0.5084
H -4.5862 4.4601 -1.1588
H -3.8389 3.3336 -2.3232
H -3.2403 5.5387 0.5054
H -1.5036 5.2237 0.5687
H -1.8307 1.9580 2.1171
H -0.7060 3.2239 1.6418
H -3.4503 0.6054 0.1149
H -3.3170 1.0472 -1.5934
H -1.4454 3.1598 -2.4142
H -0.4654 3.9766 -1.2046
C 1.6957 -3.8813 -2.1622
S 1.7332 -2.4681 -3.2441
C 0.4129 -2.8798 -4.3574
O 1.1397 -1.3115 -2.3668
H 1.9756 -4.7539 -2.7544
H 0.6974 -3.9976 -1.7406
H 2.4423 -3.7236 -1.3847
H 0.7508 -3.7359 -4.9439
H 0.2628 -2.0301 -5.0202
H -0.4869 -3.1236 -3.7954
*
```

Table of Löwdin atomic charges, one value per atom, all in e: 1.575, 1.019, -0.648, -0.187, -0.652, 1.060, -0.187, 0.021, -0.006, -0.098, -0.036, -0.166, -0.412, -0.337, 0.094, 0.083, 0.129, 0.122, -0.082, -0.062, -0.083, -0.142, -0.121, -0.142, -0.295, 0.986, -0.249, -0.294, 0.153, 0.159, 0.193, 0.159, 0.153, 0.154, 0.149, 0.107, 0.108, 0.111, 0.109, 0.106, 0.108, -0.214, 1.010, -0.215, -0.709, 0.089, 0.077, 0.067, 0.088, 0.074, 0.078

---

Number 2 is which compound?
C17H23F3N3OSV